## i
The following is a quantum chemistry calculation of C4H12N2S in the gas phase, from the OMol25 dataset.

Computed properties:
**HOMO-LUMO gap**: 9.258 eV
**Structure (SMILES)**: NCNCCCS

The geometry in XYZ format:
```
19
Properties=species:S:1:pos:R:3:nbo_charge:R:1
N 1.794 0.031 2.450 -0.825
C 0.545 -0.657 2.136 -0.024
N -0.220 0.105 1.199 -0.674
C -1.310 -0.492 0.496 -0.213
C -0.950 -1.111 -0.882 -0.433
C 0.249 -0.467 -1.537 -0.496
S -0.073 1.277 -2.034 -0.072
H 2.303 -0.545 3.111 0.356
H 1.590 0.897 2.939 0.348
H -0.035 -0.917 3.048 0.124
H 0.797 -1.624 1.682 0.163
H -0.152 1.106 1.205 0.387
H -2.092 0.257 0.375 0.202
H -1.797 -1.214 1.155 0.183
H -1.835 -1.079 -1.510 0.207
H -0.731 -2.163 -0.723 0.201
H 0.523 -0.995 -2.448 0.217
H 1.105 -0.418 -0.864 0.239
H -0.877 0.968 -3.058 0.112
```



## ii
The following is a quantum chemistry calculation of C4H12N2S in the gas phase, from the OMol25 dataset.

Computed properties:
**HOMO-LUMO gap**: 9.928 eV
**Structure (SMILES)**: C[C@H](CS)NCN

The geometry in XYZ format:
```
19
Properties=species:S:1:pos:R:3:nbo_charge:R:1
C 1.644 -0.539 0.078 -0.637
C 0.120 -0.650 0.131 -0.063
C -0.361 -1.730 -0.834 -0.523
S -0.178 -3.430 -0.245 -0.037
N -0.581 0.585 -0.190 -0.630
C -0.128 1.754 0.550 -0.042
N -1.017 2.887 0.285 -0.858
H 2.023 -0.014 -0.804 0.202
H 1.986 0.004 0.917 0.210
H 2.160 -1.499 0.099 0.220
H -0.147 -0.955 1.146 0.193
H -1.400 -1.591 -1.112 0.233
H 0.164 -1.632 -1.783 0.213
H -1.404 -3.529 0.280 0.123
H -0.468 0.806 -1.176 0.349
H -0.115 1.541 1.620 0.168
H 0.875 2.054 0.241 0.149
H -1.780 2.614 -0.317 0.365
H -1.390 3.323 1.113 0.364
```



## iii
The following is a quantum chemistry calculation of 2 unconnected molecules or ions with the total composition C4H12N2S, from the OMol25 dataset.

Computed properties:
**HOMO-LUMO gap**: 9.164 eV

The geometry in XYZ format:
```
19
Properties=species:S:1:pos:R:3:nbo_charge:R:1
C -1.883 -2.017 -0.631 -0.620
C -1.191 0.251 0.247 -0.604
C 1.888 0.639 -0.535 -0.134
C -1.496 -1.211 0.636 -0.361
N 3.887 2.038 0.072 -0.675
N 3.046 1.030 -0.584 -0.376
S -2.816 -1.244 1.786 0.011
H -2.069 -3.064 -0.509 0.220
H -2.899 -1.736 -0.945 0.203
H -1.309 -1.736 -1.462 0.213
H -0.371 0.454 -0.285 0.217
H -1.231 0.880 1.218 0.207
H -2.115 0.673 -0.225 0.194
H 1.171 1.184 0.239 0.122
H -0.596 -1.639 1.244 0.227
H 3.331 2.842 0.413 0.357
H 4.441 2.493 -0.689 0.348
H 3.726 0.573 -1.154 0.365
H -3.514 -0.412 1.164 0.084
```



## iv
The following is a quantum chemistry calculation of C4H12N2S in the gas phase, from the OMol25 dataset.

Computed properties:
**HOMO-LUMO gap**: 9.131 eV
**Structure (SMILES)**: NC[C@@H](N)CCS

The geometry in XYZ format:
```
19
Properties=species:S:1:pos:R:3:nbo_charge:R:1
N -1.966 -1.348 0.459 -0.845
C -0.859 -0.984 -0.451 -0.241
C 0.226 -0.341 0.404 -0.071
N 0.905 -1.229 1.407 -0.886
C 1.223 0.346 -0.591 -0.435
C 0.451 1.565 -1.095 -0.510
S -0.220 2.639 0.254 -0.058
H -2.069 -2.361 0.527 0.362
H -2.717 -0.925 -0.029 0.358
H -1.269 -0.317 -1.310 0.179
H -0.545 -1.807 -1.029 0.188
H -0.335 0.309 1.239 0.224
H 1.581 -0.756 2.066 0.354
H 0.397 -1.596 2.223 0.367
H 2.102 0.591 0.009 0.222
H 1.252 -0.312 -1.494 0.220
H 1.265 2.153 -1.573 0.224
H -0.292 1.315 -1.880 0.230
H 0.871 3.058 0.864 0.120
```



ii (0.163 eV below the next structure)



## i
The following is a quantum chemistry calculation of a gas-phase ion, CH3N2O (charge +1), from the OMol25 dataset.

Computed properties:
**HOMO-LUMO gap**: 12.544 eV
**Charge**: +1
**Structure (SMILES)**: CO[N+]#N

The geometry in XYZ format:
```
7
Properties=species:S:1:pos:R:3:nbo_charge:R:1
C 0.486 -0.703 -0.073 -0.298
O -0.601 0.107 -0.521 -0.182
N -0.875 1.217 0.004 0.395
N -1.307 2.153 0.359 0.320
H 1.379 -0.802 -0.845 0.276
H 0.047 -1.730 0.290 0.272
H 0.871 -0.241 0.786 0.217
```



## ii
The following is a quantum chemistry calculation of a gas-phase ion, CH3N2O (charge +1), from the OMol25 dataset.

Computed properties:
**HOMO-LUMO gap**: 11.875 eV
**Charge**: +1
**Structure (SMILES)**: CO[N+]#N

The geometry in XYZ format:
```
7
Properties=species:S:1:pos:R:3:nbo_charge:R:1
C -0.873 -0.055 -0.034 -0.304
O 0.405 -0.683 -0.149 -0.187
N 1.623 -0.022 -0.038 0.359
N 2.643 0.371 0.063 0.353
H -1.204 0.619 -0.875 0.249
H -1.049 0.672 0.915 0.250
H -1.546 -0.900 0.116 0.280
```



## iii
The following is a quantum chemistry calculation of 2 unconnected molecules or ions with the total composition CH3N2O, from the OMol25 dataset.

Computed properties:
**HOMO-LUMO gap (alpha / beta)**: 9.083 / 8.925 eV
**Charge**: +1

The geometry in XYZ format:
```
7
Properties=species:S:1:pos:R:3:nbo_charge:R:1
C 0.973 0.053 -0.032 -0.278
N -2.962 0.276 -0.073 0.250
N -1.271 -0.654 0.311 0.346
O -0.471 0.081 -0.171 -0.096
H 1.522 -0.819 -0.270 0.262
H 0.944 0.189 1.006 0.246
H 1.265 0.874 -0.772 0.270
```



i (0.267 eV below the next structure)